Record 1
Here is a structure of composition C57H88AlN2O23S at a distorted geometry from the OMol25 dataset. Energies are from the ωB97M-V functional and the def2-TZVPD basis.

Computed properties:
E_tot (eV): -128044.7537
Orbital gap (eV): 5.20
LUMO level (eV): 1.2
Net charge: -1
Highest occupied orbital energy (eV): -4.041

Structure (XYZ):
```
172
C57H88AlN2O23S the ωB97M-V functional and the def2-TZVPD basis
S -1.398 4.000 -3.340
Al -0.778 5.900 -2.136
O 5.761 0.456 1.805
O -8.510 6.214 -3.494
O 1.021 -3.746 8.682
O -1.551 -2.012 0.993
O 3.156 6.429 -0.746
O 6.068 -1.051 0.155
O 2.165 -1.938 9.394
O 7.169 -8.965 2.963
O 4.659 -5.228 0.427
O 3.660 -5.496 -4.635
O 1.282 2.327 0.190
O -0.417 -0.085 1.294
O 4.997 -9.309 2.416
O -9.127 8.105 -2.462
O 1.635 -1.229 5.086
O -6.112 -4.077 -7.464
O -4.952 -0.185 -4.661
O -4.206 -3.339 -6.509
O -5.139 1.768 -3.543
O 6.867 -5.760 0.375
O 4.747 -7.383 -4.029
O -0.341 -0.148 4.960
O 1.147 4.256 1.346
N -1.990 7.376 -4.409
N 1.697 8.014 -1.584
C -9.229 6.924 -2.595
C 0.283 -1.174 4.983
C 5.376 -7.251 -0.681
C 3.174 2.938 1.453
C 1.528 -5.985 -3.788
C -5.854 -4.480 -5.159
C 3.773 -6.678 -3.983
C 6.701 -7.951 -0.448
C -4.475 9.156 -1.353
C 0.863 -3.428 5.346
C 2.529 -6.945 -3.168
C 7.928 -8.970 4.182
C -1.453 -0.929 1.511
C -2.413 -0.332 2.512
C 5.855 -0.685 1.444
C 6.930 -8.657 5.277
C 1.775 3.290 1.010
C 5.712 -1.909 2.317
C 2.043 6.661 -1.213
C -9.590 4.645 -2.125
C 2.835 8.771 -2.119
C 5.545 -5.977 0.106
C -7.323 -4.690 -6.998
C -2.653 -0.567 -4.395
C 6.304 -2.997 1.440
C 2.070 -2.594 4.974
C -4.457 6.850 -2.382
C -10.178 6.017 -1.847
C 1.043 -2.686 9.245
C 1.054 5.468 -1.345
C 5.653 -9.280 4.741
C -8.937 4.844 -3.477
C -3.931 7.796 -1.421
C -2.127 6.050 -0.606
C 0.376 -0.588 10.084
C -2.018 1.134 2.502
C -0.289 -2.566 4.858
C -0.549 1.070 2.148
C 6.017 -2.485 0.047
C 7.652 -6.791 -0.246
C -3.080 0.501 -3.401
C 2.420 -4.863 -4.277
C -0.810 7.431 -3.476
C -3.968 -1.229 -4.751
C 1.873 -0.788 10.203
C 2.240 1.263 0.077
C -6.079 8.642 -3.177
C -5.524 7.284 -3.277
C -6.946 -5.384 -5.704
C 3.573 1.883 0.438
C -4.487 0.812 -3.856
C -0.128 -2.011 9.919
C 5.852 -9.182 3.247
C -5.259 -3.904 -6.421
C 0.960 8.735 -0.519
C -2.785 7.471 -0.400
C -5.561 9.603 -2.205
H -4.035 9.876 -0.622
H 0.807 -3.534 6.430
H 8.046 -6.407 -1.191
H -5.110 -5.039 -4.595
H -2.443 1.383 -3.458
H -8.076 4.191 -3.616
H 4.652 -2.080 2.518
H 6.642 -8.546 0.466
H 2.399 -2.772 3.946
H 5.893 -3.980 1.626
H 6.759 -2.824 -0.676
H 8.487 -7.055 0.403
H -10.324 3.839 -2.115
H 0.869 5.057 -0.309
H -7.689 -5.391 -7.748
H 2.443 9.798 -2.370
H -8.828 4.415 -1.377
H -5.967 10.634 -2.112
H 6.264 -1.792 3.248
H -5.952 6.618 -4.052
H 0.853 8.041 0.354
H 3.827 3.808 1.411
H 2.003 -4.358 -5.148
H -9.637 4.688 -4.304
H -0.708 8.454 -3.011
H 2.211 -7.981 -3.269
H -2.042 8.308 -0.354
H 2.185 -0.996 11.230
H 4.771 -8.725 5.054
H -4.026 5.824 -2.462
H 2.233 0.873 -0.941
H 4.298 1.159 0.818
H -7.788 -5.517 -5.025
H -1.987 8.186 -5.029
H 7.385 -3.048 1.602
H -3.446 -0.476 2.197
H 8.382 -9.957 4.305
H 8.718 -8.222 4.123
H -11.180 6.127 -2.267
H 0.105 7.307 -4.145
H -10.182 6.246 -0.783
H 3.188 8.346 -3.100
H 0.084 0.927 3.024
H 2.731 -6.704 -2.122
H 4.007 2.367 -0.441
H 4.540 -7.836 -0.303
H -2.958 5.299 -0.741
H 5.227 -7.002 -1.734
H 2.619 -4.121 -3.500
H -6.530 -6.372 -5.921
H -3.291 7.461 0.613
H -1.174 -2.682 5.483
H 0.754 -5.650 -3.099
H 0.149 -0.011 9.184
H -3.960 -1.640 -5.758
H 0.879 -4.427 4.910
H -1.594 5.767 0.344
H -2.567 1.656 1.713
H -0.311 -2.495 10.881
H 3.134 2.534 2.468
H 5.024 -2.774 -0.304
H -0.057 -0.063 10.936
H -2.212 1.648 3.443
H 2.432 0.070 9.832
H 6.996 -8.613 -1.262
H 3.704 8.861 -1.417
H 7.229 -9.038 6.254
H 1.953 0.462 0.764
H -6.907 9.003 -3.833
H -2.241 -0.792 3.487
H -1.018 -2.055 9.293
H -0.531 -2.760 3.810
H 1.037 -6.466 -4.638
H 1.446 9.689 -0.198
H -6.262 -3.666 -4.555
H -4.237 -2.024 -4.046
H 5.564 -10.332 5.018
H -0.044 9.017 -0.951
H -2.226 -0.091 -5.282
H -2.664 4.342 -3.770
H -8.073 -3.910 -6.848
H 2.910 -2.765 5.647
H -1.947 6.521 -4.965
H 6.801 -7.575 5.363
H 1.563 4.677 -1.966
H -1.913 -1.264 -4.000
H -0.221 1.957 1.618
H -3.114 0.116 -2.380
```


Record 2
Here is a cluster of 2 separate species, C3H10NO2 in total at a distorted geometry from the OMol25 dataset. Energies are from the ωB97M-V functional and the def2-TZVPD basis.

Computed properties:
E_tot (eV): -8856.7221
Orbital gap (eV): 7.38
LUMO level (eV): 4.4
Energy above the lowest of the compared OMol25 structures with the same formula, charge and spin (eV): 2.072
Net charge: -1
Highest occupied orbital energy (eV): -3.004

Structure (XYZ):
```
16
C3H10NO2 the ωB97M-V functional and the def2-TZVPD basis
O -0.027 -0.989 -1.237
O -2.512 -1.130 -2.351
N -0.602 1.962 1.009
C 0.746 1.310 0.739
C 0.827 -1.136 -0.185
C 0.769 -0.107 1.079
H -1.257 1.235 0.876
H 1.963 -0.724 -0.504
H 0.956 1.295 -0.410
H -0.012 -0.627 1.725
H 1.606 -0.513 1.650
H -0.553 2.373 0.060
H -2.748 -1.680 -1.657
H -1.494 -0.904 -2.197
H 1.422 1.887 1.306
H 0.918 -2.253 0.097
```


Record 3
Here is the molecule C4H6O3S at a distorted geometry from the OMol25 dataset. Energies are from the ωB97M-V functional and the def2-TZVPD basis.

Computed properties:
E_tot (eV): -21218.3865
Orbital gap (eV): 9.83
LUMO level (eV): 0.4
Energy above the lowest of the compared OMol25 structures with the same formula, charge and spin (eV): 4.597
Highest occupied orbital energy (eV): -9.437

Structure (XYZ):
```
14
C4H6O3S the ωB97M-V functional and the def2-TZVPD basis
S -0.199 2.414 -0.007
O 1.790 -1.544 -1.503
O 1.646 -0.125 0.950
O -2.070 -1.049 0.818
C -0.976 -0.124 0.818
C -0.364 0.559 -0.432
C 0.713 -1.226 -1.013
C 0.577 -0.497 0.274
H -1.071 0.641 1.724
H -2.791 -0.282 0.569
H 2.486 -0.338 0.288
H -0.194 -1.055 -1.698
H -0.651 0.342 -1.400
H 1.103 2.286 0.612
```


Record 4
Here is the molecule C4H8O2 at a distorted geometry from the OMol25 dataset. Energies are from the ωB97M-V functional and the def2-TZVPD basis.

Computed properties:
E_tot (eV): -8370.1472
Orbital gap (eV): 10.54
LUMO level (eV): 1.1
Energy above the lowest of the compared OMol25 structures with the same formula, charge and spin (eV): 3.135
Highest occupied orbital energy (eV): -9.464

Structure (XYZ):
```
14
C4H8O2 the ωB97M-V functional and the def2-TZVPD basis
O 0.433 -0.683 -0.743
O -1.133 -1.629 1.440
C -0.437 -0.428 1.548
C 0.917 0.067 -1.842
C 0.522 0.025 0.476
C -0.795 0.723 0.658
H -2.018 -1.398 1.134
H -0.126 -0.231 2.582
H -1.156 0.280 -0.301
H 0.638 1.135 -1.799
H -0.987 1.732 1.035
H 1.510 0.424 0.702
H 2.006 -0.024 -1.855
H 0.512 -0.356 -2.769
```


Record 5
Here is the molecule C15H19N3O4S3 at a distorted geometry from the OMol25 dataset. Energies are from the ωB97M-V functional and the def2-TZVPD basis.

Computed properties:
E_tot (eV): -61028.2507
Orbital gap (eV): 8.78
LUMO level (eV): 0.3
Energy above the lowest of the compared OMol25 structures with the same formula, charge and spin (eV): 1.688
Highest occupied orbital energy (eV): -8.459

Structure (XYZ):
```
44
C15H19N3O4S3 the ωB97M-V functional and the def2-TZVPD basis
S -0.983 0.201 -3.374
S -1.499 -0.027 1.132
S 0.156 0.622 3.588
O 3.268 0.789 3.728
O -1.700 0.357 -4.607
O -3.071 -2.493 -2.421
O -0.483 -1.104 -3.041
N -0.078 -2.151 0.924
N -1.673 -2.102 -0.738
N 0.391 -1.532 1.994
C -1.046 -1.541 0.326
C -2.609 -1.681 -1.662
C 1.650 0.361 -1.444
C -3.091 -0.240 -1.633
C 0.980 1.453 -1.987
C 1.919 1.536 0.635
C 1.353 -0.407 4.500
C 4.576 0.784 3.215
C 1.247 2.623 0.103
C -2.025 0.783 -1.986
C 2.708 -0.499 3.822
C 0.431 1.377 -3.366
C -0.204 -0.425 2.266
C 0.778 2.583 -1.198
C 2.116 0.405 -0.142
H 3.356 -1.153 4.429
H 5.252 0.214 3.864
H -3.896 -0.191 -2.369
H -1.317 -3.030 -0.951
H 2.599 -0.953 2.827
H 0.042 2.324 -3.730
H 1.787 -0.525 -2.043
H 0.256 3.435 -1.610
H 4.608 0.353 2.207
H 0.916 -1.397 4.610
H -3.506 -0.018 -0.645
H 1.085 3.504 0.706
H 4.898 1.822 3.177
H -2.472 1.720 -2.306
H 2.628 -0.454 0.266
H 1.446 0.085 5.467
H 2.279 1.577 1.651
H -1.329 0.961 -1.172
H 1.136 0.959 -4.080
```


What is the highest occupied orbital energy in the fourth record?
-9.464 eV


Among the records above, which one has the lowest highest occupied orbital energy?
C4H8O2